(1)
Formula: C41H44IN3O5Os
Source: the Open Molecules 2025 dataset
Level of theory: ωB97M-V/def2-TZVPD

The value obtained for the LUMO energy is -6.651 eV. The net charge is +2. The value obtained for the HOMO energy is -12.925 eV. For the energy above the lowest of the compared OMol25 structures with the same formula, charge and spin, the calculation gives 15.4 kcal per mole. The value obtained for the calculated total energy is -2517.0876 a.u.

Geometry (Å):
1 Os 1.2634 -0.1349 -0.0701
2 I 1.6727 -8.8453 0.1024
3 O -1.8273 -1.7578 -0.2519
4 O -0.9477 0.7157 -4.8643
5 O 0.7935 -1.8862 1.0502
6 O 2.3676 -1.8427 -0.3972
7 O -5.1627 0.6939 -0.0329
8 N -1.0556 0.7585 -2.3385
9 N -2.7337 1.1464 -0.8616
10 N -0.5951 0.6000 -0.0394
11 C 3.0134 0.2395 1.4682
12 C 2.4855 -0.3705 -4.1730
13 C -2.6268 -1.7289 2.0410
14 C 2.4298 -6.0470 -0.7169
15 C -2.5450 3.0771 0.6536
16 C 0.2177 0.3587 -4.2705
17 C -2.6773 -1.0473 3.2520
18 C 3.4616 0.7321 0.2137
19 C 1.3747 0.0071 -4.9262
20 C -1.9498 -1.1755 0.9650
21 C 1.6840 -4.0178 0.3283
22 C 1.7141 2.2907 1.8056
23 C 0.9642 -4.7538 1.2703
24 C 1.6193 -2.5670 0.3468
25 C 1.9757 2.6657 0.4798
26 C 1.6945 0.4922 3.5984
27 C 3.2808 2.4861 -1.6450
28 C -5.1651 2.6222 1.4636
29 C 2.8460 1.8984 -0.3330
30 C 2.4382 -0.3729 -2.7989
31 C -1.4441 0.8380 -1.0769
32 C -4.5681 1.7645 0.5506
33 C -4.4407 3.6878 1.9842
34 C -3.1323 3.9155 1.5891
35 C -3.2533 2.0043 0.1473
36 C 1.1147 3.3105 2.7369
37 C 1.6997 -6.7768 0.2180
38 C 2.0980 1.0131 2.2495
39 C -1.3111 0.0658 1.1168
40 C -1.3678 0.7266 2.3240
41 C 1.2908 0.0291 -2.0892
42 C -0.9955 0.7455 -6.2943
43 C 4.6998 0.1068 -0.3725
44 C 0.9777 -6.1341 1.2211
45 C -2.5633 -2.9565 -0.4902
46 C 3.6980 -0.9398 2.1053
47 C -6.4873 0.3638 0.3874
48 C 1.4277 3.9630 -0.0383
49 C 2.4210 -4.6660 -0.6627
50 C 0.1813 0.3628 -2.8593
51 C -2.0538 0.1790 3.3993
52 H -7.1972 1.1303 0.0744
53 H 2.5409 0.5277 4.2895
54 H -6.7297 -0.5756 -0.0990
55 H -6.5275 0.2365 1.4696
56 H -0.9062 1.6964 2.4093
57 H 2.9727 -4.0857 -1.3898
58 H 0.0884 3.5838 2.4830
59 H 0.5067 4.2404 0.4675
60 H 1.4270 0.0140 -6.0046
61 H -2.3997 -3.2045 -1.5346
62 H 1.3710 -0.5457 3.5229
63 H -2.0227 0.9798 -6.5521
64 H -3.1157 -2.6873 1.9470
65 H 1.2347 3.9283 -1.1070
66 H -2.5836 4.7590 1.9858
67 H 3.9127 1.8250 -2.2222
68 H 2.1478 4.7688 0.1335
69 H -6.1913 2.4742 1.7652
70 H -3.2132 -1.4877 4.0820
71 H 0.8747 1.0544 4.0287
72 H 2.4247 2.7373 -2.2682
73 H 5.5060 0.2002 0.3583
74 H 3.8380 3.4073 -1.4562
75 H -3.4087 0.8718 -1.5626
76 H 3.3871 -0.6821 -4.6834
77 H 5.0323 0.5913 -1.2826
78 H 0.4314 -6.7119 1.9530
79 H 3.0374 -1.4861 2.7715
80 H -1.7291 1.0067 -3.0544
81 H 1.1321 2.9855 3.7715
82 H -2.1968 -3.7709 0.1364
83 H 4.5412 -0.5789 2.7008
84 H -0.3306 1.5182 -6.6810
85 H -3.6274 -2.7963 -0.3090
86 H 2.9980 -6.5569 -1.4817
87 H 1.7037 4.2270 2.6713
88 H 0.4034 -4.2383 2.0399
89 H 4.5656 -0.9553 -0.5669
90 H 3.3028 -0.7113 -2.2595
91 H -4.9169 4.3552 2.6891
92 H 4.0896 -1.6337 1.3698
93 H -2.1114 0.7162 4.3361
94 H -1.5363 3.2595 0.3020
95 H -0.7281 -0.2259 -6.7092

***

(2)
Formula: C34H43ClF4O4
Source: the Open Molecules 2025 dataset
Level of theory: ωB97M-V/def2-TZVPD

Its SMILES is CC[C@@]1(CCF)OC(=O)O[C@]1(CCCCl)CCCCCOC.Fc1ccccc1.Fc1ccccc1.Fc1ccccc1. The value obtained for the LUMO energy is 0.407 eV. The net charge is 0. The value obtained for the HOMO energy is -9.102 eV. The value obtained for the calculated total energy is -2481.8166 a.u.

Geometry (Å):
1 Cl 3.5630 1.5589 -1.1580
2 F -1.6061 -6.3035 -1.6581
3 F 0.1483 3.4603 -2.3871
4 F -5.5071 -0.2612 0.6746
5 F 3.3061 7.2100 1.9980
6 O -0.4292 -3.7306 -2.5637
7 O 1.7774 -4.4007 -3.2955
8 O 1.2728 -3.4707 -1.1267
9 O 1.9506 -1.4326 4.0432
10 C 5.9643 4.9461 -0.1677
11 C 2.3476 0.5003 -0.2211
12 C 0.9521 0.3063 -1.0506
13 C 1.0048 -1.1674 -1.6888
14 C 0.9977 -3.9257 -2.4624
15 C -1.8073 -4.0146 -0.5819
16 C -7.3041 -0.7402 -0.7723
17 C 1.3155 6.8265 -3.0444
18 C 0.6624 -1.4484 4.6965
19 C 0.7457 -3.3428 1.7177
20 C 0.4022 -2.3344 -0.7645
21 C 0.9618 4.4772 -2.7201
22 C -1.9653 -1.9494 -2.1662
23 C 3.7111 5.3827 0.5665
24 C 2.8987 -2.3408 4.6539
25 C -2.4142 -0.6710 -1.3016
26 C -6.7758 -2.2066 1.0721
27 C 6.4192 6.0377 0.5668
28 C -1.1955 -5.4916 -0.5335
29 C -7.8334 -3.0363 0.7144
30 C -8.6201 -2.7224 -0.3900
31 C -0.9528 -2.9490 -1.4277
32 C -8.3548 -1.5763 -1.1358
33 C 0.4719 5.7737 -2.7047
34 C 4.1747 6.4702 1.2901
35 C 2.2752 4.2108 -3.0723
36 C -0.5038 -2.1550 3.8085
37 C 0.2568 -2.1150 0.8117
38 C 3.1151 5.2628 -3.4225
39 C 5.5190 6.8080 1.2957
40 C 2.6359 6.5694 -3.4059
41 C -0.0384 -3.5174 3.1078
42 C 4.6101 4.6193 -0.1710
43 C -6.5245 -1.0656 0.3265
44 H 0.9448 7.8457 -3.0282
45 H 0.3110 -0.3533 4.8317
46 H -7.0876 0.1601 -1.3355
47 H 3.9319 -1.8221 4.6417
48 H 0.9753 1.1439 -1.8444
49 H 0.7564 -1.1729 1.2167
50 H 2.9244 -3.3108 4.0388
51 H -9.4427 -3.3717 -0.6719
52 H -2.2596 0.2615 -1.9677
53 H -3.5182 -0.6713 -0.9914
54 H -1.7740 -0.5192 -0.3713
55 H 0.6770 -4.0952 3.8108
56 H -8.0439 -3.9271 1.2966
57 H 0.6788 -4.3627 1.1773
58 H -6.1474 -2.4401 1.9236
59 H -0.9270 -4.2318 2.9413
60 H 7.4748 6.2884 0.5716
61 H -1.0035 -1.3985 3.1159
62 H -2.0308 -3.7053 0.4946
63 H -0.0587 -5.5422 -0.4857
64 H 0.6535 -1.9105 5.7391
65 H -1.4686 -1.6163 -3.1549
66 H 5.8540 7.6664 1.8660
67 H -8.9664 -1.3353 -1.9985
68 H -1.3149 -2.4511 4.5813
69 H 2.1220 -1.4245 -1.8419
70 H -2.8374 -4.1116 -1.0986
71 H 0.1176 0.4583 -0.2827
72 H -0.8746 -1.9810 1.0146
73 H 2.6851 -2.5965 5.7450
74 H 2.6342 3.1881 -3.0712
75 H 2.1587 0.9267 0.8356
76 H 4.2557 3.7706 -0.7470
77 H 4.1426 5.0638 -3.7081
78 H -2.9311 -2.4901 -2.4998
79 H 2.8865 -0.5035 -0.0560
80 H 2.6549 5.1388 0.5825
81 H 0.5573 -1.1062 -2.7364
82 H 3.2921 7.3910 -3.6750
83 H 6.6659 4.3473 -0.7400
84 H 1.8555 -3.1791 1.9494
85 H -0.5607 5.9535 -2.4286
86 H -1.5903 -6.0254 0.4106

***

(3)
Formula: C12H12Br4Cl2N5O4Ru
Source: the Open Molecules 2025 dataset
Level of theory: ωB97M-V/def2-TZVPD

The value obtained for the LUMO energy (spin up / spin down) is -0.349 / -0.768 eV. The net charge is 0. The value obtained for the HOMO energy (spin up / spin down) is -7.256 / -7.337 eV. As for the multiplicity: 2. For the energy above the lowest of the compared OMol25 structures with the same formula, charge and spin, the calculation gives 4.9 kcal per mole. The value obtained for the calculated total energy is -12350.6131 a.u.

Geometry (Å):
1 Ru 0.6700 0.7340 -0.4695
2 Br 1.8473 3.6861 -6.5857
3 Br -1.4525 3.7124 -6.3266
4 Br -2.8755 2.4780 -3.5647
5 Br 3.6540 2.4378 -4.0625
6 Cl -2.0426 -4.1793 -1.0964
7 Cl 0.0574 -3.8914 0.9104
8 O 1.8416 1.4417 -1.8451
9 O -1.8599 -1.3225 -0.3174
10 O 0.3699 -1.2109 -0.7112
11 O -0.7586 1.4815 -1.6437
12 N 2.2349 0.1270 0.7344
13 N 3.1220 -1.2710 2.3978
14 N -1.3479 -0.6212 2.9539
15 N -0.4887 0.6319 1.1860
16 N 0.8822 -0.8278 2.3980
17 C 2.1047 -0.5955 1.7806
18 C 1.1603 1.9665 -2.8734
19 C -0.7792 -1.7990 -0.5652
20 C -0.3922 3.0088 -4.9340
21 C -2.7206 -0.2811 2.5992
22 C 1.7719 2.4802 -4.0086
23 C 1.0012 3.0012 -5.0451
24 C -1.0083 2.4981 -3.7953
25 C -0.5708 -3.3235 -0.6697
26 C -0.2427 1.9717 -2.7544
27 C -1.1600 -1.1347 4.3024
28 C -0.3434 -0.2172 2.1517
29 H -0.1176 -1.0827 4.6025
30 H 0.1935 -3.5538 -1.4022
31 H -1.7330 -0.5241 5.0025
32 H 0.8102 -1.7525 2.7944
33 H 3.1908 0.2772 0.4339
34 H -1.4191 1.0198 1.1036
35 H -3.3811 -0.9707 3.1208
36 H 4.0385 -1.1948 1.9910
37 H 3.0971 -1.3574 3.3996
38 H -2.9748 0.7393 2.9018
39 H -2.8707 -0.4155 1.5295
40 H -1.5083 -2.1665 4.3764

***

(4)
Formula: C8H16BaO4
Source: the Open Molecules 2025 dataset
Level of theory: ωB97M-V/def2-TZVPD

The value obtained for the LUMO energy (spin up / spin down) is -2.836 / -3.160 eV. The net charge is +1. The value obtained for the HOMO energy (spin up / spin down) is -10.950 / -11.546 eV. As for the multiplicity: 2. For the energy above the lowest of the compared OMol25 structures with the same formula, charge and spin, the calculation gives 0.0 kcal per mole. The value obtained for the calculated total energy is -640.4815 a.u.

Geometry (Å):
1 Ba -0.0531 0.5298 0.5696
2 O 1.7225 0.3063 -1.1472
3 O 1.7721 0.9163 1.5046
4 O -1.1881 -1.4428 -0.0386
5 O -2.1597 0.9871 -0.0124
6 C -2.7197 2.2701 0.2663
7 C 2.0123 -0.9110 -1.7396
8 C 0.8530 -2.6594 -0.1147
9 C -2.4479 -1.2627 -0.7068
10 C 2.9902 0.8158 0.8464
11 C 2.8313 1.0922 -0.6443
12 C -3.1209 -0.0680 -0.0789
13 C -0.5002 -2.6124 -0.2901
14 H -3.0712 -2.1557 -0.5766
15 H 1.2567 -2.0880 0.7300
16 H -3.3011 2.2301 1.1979
17 H -1.8882 2.9742 0.3712
18 H 2.9983 -1.3160 -1.5021
19 H 2.5555 2.1404 -0.8196
20 H 1.6418 -0.9826 -2.7632
21 H -3.3641 2.5745 -0.5690
22 H -3.9694 0.2414 -0.7040
23 H 3.7307 0.8553 -1.2264
24 H -1.0467 -3.3200 -0.9153
25 H 3.7401 1.5319 1.2331
26 H 1.3480 -3.5794 -0.4282
27 H -2.2552 -1.0952 -1.7752
28 H -3.4831 -0.2912 0.9350
29 H 3.4232 -0.1992 0.9672